An isolated molecule of C5H11NO. Source: the OMol25 dataset; level of theory: ωB97M-V with the def2-TZVPD basis set.

Structure (XYZ):
```
18
Properties=species:S:1:pos:R:3:forces:R:3
O 2.687 -0.166 0.617 -0.001 -0.045 -0.201
C 2.276 0.668 -0.153 0.023 -0.149 0.757
C 0.979 0.521 -0.901 0.052 -0.066 -0.202
C 0.355 -0.868 -0.740 0.182 0.466 0.561
C -0.415 -1.117 0.574 0.069 0.215 -0.468
C -1.218 0.082 1.044 -0.225 -0.267 0.877
N -2.168 0.500 0.036 -0.087 0.204 -0.428
H 2.859 1.602 -0.240 -0.182 0.155 -0.373
H 0.320 1.333 -0.572 0.081 0.022 0.009
H 1.162 0.714 -1.963 0.131 0.106 0.018
H 1.195 -1.559 -0.775 -0.177 -0.324 -0.238
H -0.315 -1.044 -1.567 -0.085 -0.131 -0.365
H 0.298 -1.394 1.341 0.041 -0.139 0.256
H -1.096 -1.944 0.372 0.000 -0.130 0.236
H -0.520 0.823 1.474 -0.102 0.321 -0.544
H -1.827 -0.182 1.917 0.150 -0.288 -0.070
H -1.743 0.838 -0.817 0.047 0.013 0.050
H -2.830 1.193 0.352 0.083 0.037 0.126
```
Positions in Å, forces in eV/Å.

## Properties
Energy relative to the best compared isomer or geometry (same formula, charge and spin) (kJ/mol): 118.5
Frontier orbital gap (Ha): 0.378
Molecular weight (g/mol): 101.15
Electronic energy (Ha): -327.0862